# 1
DFT (wB97M-V/def2-TZVPD) results for a structure of composition C46H42BrN4P2S2Se3TeY in a non-equilibrium geometry.

The geometry in XYZ format:
```
102
C46H42BrN4P2S2Se3TeY, DFT wB97M-V/def2-TZVPD
Y 1.089 -2.415 0.805
C -4.727 3.781 3.680
S -5.639 2.684 2.576
C -4.753 3.016 1.029
C -3.262 2.706 1.042
C -2.949 1.264 1.412
N -1.548 0.930 1.157
P -0.446 0.565 2.396
C -0.972 1.630 3.818
C -1.597 1.010 4.900
C -1.975 1.738 6.023
C -1.718 3.100 6.080
C -1.096 3.732 5.009
C -0.729 3.005 3.885
C 1.026 1.569 1.941
C 2.178 1.412 2.711
C 3.323 2.145 2.432
C 3.330 3.045 1.372
C 2.185 3.207 0.604
C 1.039 2.475 0.887
P -1.067 -0.181 -0.148
C -1.109 0.865 -1.664
C 0.104 1.263 -2.228
C 0.133 2.078 -3.354
C -1.056 2.501 -3.931
C -2.272 2.110 -3.379
C -2.299 1.297 -2.252
C -2.399 -1.275 -0.319
C -2.546 -2.167 0.923
C -3.860 -2.928 0.832
C -4.382 -3.252 -0.358
C -3.883 -2.727 -1.613
C -2.966 -1.713 -1.530
H -5.225 3.746 4.648
H -4.741 4.807 3.308
H -3.698 3.446 3.806
H -4.926 4.058 0.753
H -5.258 2.387 0.291
H -2.736 3.382 1.723
H -2.864 2.905 0.043
H -3.566 0.575 0.821
H -3.203 1.089 2.460
H -1.780 -0.059 4.860
H -2.459 1.241 6.854
H -1.999 3.670 6.957
H -0.894 4.796 5.052
H -0.231 3.500 3.060
H 2.183 0.701 3.532
H 4.215 2.004 3.031
H 4.227 3.604 1.136
H 2.186 3.905 -0.227
H 0.143 2.609 0.294
H 1.026 0.923 -1.761
H 1.081 2.384 -3.782
H -1.040 3.136 -4.809
H -3.201 2.439 -3.828
H -3.242 0.970 -1.827
H -2.535 -1.537 1.829
H -4.299 -3.308 1.747
H -5.262 -3.893 -0.378
H -4.329 -3.011 -2.556
H -2.684 -1.197 -2.447
Se 2.995 -4.582 0.991
Se 2.342 -5.669 2.912
Te 2.381 -3.876 4.630
Se 1.019 -2.111 3.739
Br 3.256 -4.052 -2.676
C 1.965 -5.424 -2.376
C 2.283 -6.717 -2.759
C 1.336 -7.695 -2.506
C 0.141 -7.341 -1.905
C -0.064 -6.013 -1.567
N 0.844 -5.061 -1.797
H 3.233 -6.938 -3.222
H 1.535 -8.724 -2.778
H -0.620 -8.079 -1.691
H -0.977 -5.683 -1.087
N 8.109 4.261 -3.124
C 7.352 3.520 -2.676
C 6.402 2.589 -2.115
C 5.109 2.505 -2.629
C 4.202 1.616 -2.088
C 4.557 0.786 -1.016
C 5.863 0.875 -0.514
C 6.773 1.764 -1.053
C 3.604 -0.112 -0.446
C 2.745 -0.862 -0.001
H 4.826 3.147 -3.454
H 3.194 1.558 -2.478
H 6.145 0.236 0.312
H 7.778 1.829 -0.657
S -1.160 -4.539 1.462
C -1.274 -2.958 1.039
C 1.042 -1.261 -4.986
C -0.166 -1.687 -4.144
C 0.210 -1.940 -2.751
N 0.508 -2.134 -1.665
H 0.728 -1.059 -6.009
H 1.800 -2.044 -4.997
H 1.488 -0.356 -4.575
H -0.616 -2.600 -4.535
H -0.935 -0.912 -4.137
```

Charge   -1
HOMO (alpha / beta)   -3.010 / -2.999 eV
Frontier orbital gap (alpha / beta)   4.802 / 2.825 eV
Lowest unoccupied orbital energy (alpha / beta)   1.792 / -0.174 eV
Multiplicity   2
Relative energy (zero: lowest compared OMol25 entry of this formula, charge and spin)   91.6 kcal/mol

Atom charges from the Mulliken analysis, given in e for atoms 1 to 5: number 1, Y, carries 0.18; number 2, C, carries -0.30; number 3, S, carries -0.15; number 4, C, carries -1.22; number 5, C, carries -0.30

# 2
DFT (wB97M-V/def2-TZVPD) results for a structure of composition C46H43As2NO3PRh in a non-equilibrium geometry.

The geometry in XYZ format:
```
97
C46H43As2NO3PRh, DFT wB97M-V/def2-TZVPD
Rh -0.589 0.341 0.266
C 1.186 3.453 0.721
C 2.233 2.504 1.259
As 1.960 0.684 0.545
C 3.641 -0.128 1.099
C 3.742 -0.500 2.438
C 4.939 -0.999 2.925
C 6.030 -1.133 2.077
C 5.914 -0.786 0.738
C 4.715 -0.301 0.239
C 2.070 1.110 -1.350
C 0.902 0.871 -2.066
C 0.794 1.152 -3.413
C 1.902 1.667 -4.074
C 3.069 1.935 -3.373
C 3.152 1.679 -2.011
As -0.682 2.809 0.812
C -1.125 2.904 2.696
C -2.301 3.535 3.102
C -2.706 3.462 4.425
C -1.964 2.731 5.340
C -0.800 2.089 4.941
C -0.376 2.185 3.628
C -1.521 4.438 0.136
C -2.291 4.445 -1.022
C -2.805 5.641 -1.499
C -2.548 6.824 -0.824
C -1.779 6.815 0.333
C -1.272 5.624 0.820
H 1.362 3.638 -0.343
H 1.226 4.415 1.233
H 2.222 2.475 2.349
H 3.232 2.831 0.961
H 2.875 -0.411 3.084
H 5.029 -1.295 3.961
H 6.968 -1.516 2.453
H 6.765 -0.894 0.080
H 4.622 -0.067 -0.812
H 0.030 0.430 -1.526
H -0.127 0.977 -3.954
H 1.846 1.870 -5.134
H 3.920 2.360 -3.889
H 4.052 1.947 -1.471
H -2.894 4.083 2.380
H -3.612 3.965 4.736
H -2.297 2.652 6.366
H -0.236 1.499 5.649
H 0.516 1.657 3.317
H -2.482 3.517 -1.551
H -3.405 5.651 -2.399
H -2.949 7.756 -1.196
H -1.574 7.737 0.860
H -0.695 5.613 1.737
N -3.100 0.199 0.350
C -3.595 0.005 1.665
C -2.365 -0.194 2.779
O -2.776 -0.387 3.887
O -1.220 -0.075 2.264
H -3.381 1.060 -0.095
H -3.186 -0.606 -0.259
H -4.158 -0.913 1.808
H -4.108 0.871 2.072
O -1.106 -1.839 0.247
P -0.763 -2.790 -0.889
C -1.930 -2.412 -2.230
C -3.263 -2.566 -1.834
C -4.290 -2.213 -2.693
C -3.993 -1.700 -3.951
C -2.674 -1.553 -4.347
C -1.639 -1.908 -3.491
C -1.032 -4.492 -0.369
C -0.695 -5.523 -1.242
C -0.773 -6.834 -0.805
C -1.187 -7.109 0.493
C -1.544 -6.080 1.351
C -1.467 -4.762 0.923
C 1.013 -2.782 -1.271
C 1.774 -3.150 -0.154
C 3.137 -3.349 -0.273
C 3.754 -3.180 -1.507
C 3.015 -2.763 -2.602
C 1.644 -2.578 -2.492
H -3.483 -2.979 -0.855
H -5.319 -2.344 -2.388
H -4.793 -1.429 -4.626
H -2.442 -1.169 -5.332
H -0.619 -1.795 -3.826
H -0.376 -5.307 -2.255
H -0.504 -7.640 -1.473
H -1.222 -8.134 0.838
H -1.869 -6.298 2.359
H -1.729 -3.948 1.588
H 1.279 -3.324 0.795
H 3.707 -3.662 0.591
H 4.812 -3.381 -1.615
H 3.495 -2.613 -3.560
H 1.089 -2.294 -3.373
```

Charge   +2
HOMO (alpha / beta)   -13.505 / -13.503 eV
Frontier orbital gap (alpha / beta)   5.931 / 5.927 eV
Lowest unoccupied orbital energy (alpha / beta)   -7.574 / -7.576 eV
Multiplicity   1

Atom charges from the Mulliken analysis, given in e for atoms 1 to 5: number 1, Rh, carries 0.81; number 2, C, carries -1.25; number 3, C, carries -1.41; number 4, As, carries 1.06; number 5, C, carries 0.44

# 3
DFT (wB97M-V/def2-TZVPD) results for a structure of composition C46H43BiN7PS in a non-equilibrium geometry.

The geometry in XYZ format:
```
99
C46H43BiN7PS, DFT wB97M-V/def2-TZVPD
Bi 0.101 0.555 0.104
C 1.690 -2.673 -0.603
C 0.348 -3.400 -0.684
C -0.601 -2.893 -1.741
C -0.836 -3.644 -2.890
C -1.814 -3.236 -3.779
C -2.524 -2.077 -3.506
C -2.185 -1.362 -2.371
N -1.246 -1.746 -1.505
N 1.751 -1.454 0.232
C 3.087 -0.875 0.078
C 3.312 0.104 -1.070
C 4.504 0.704 -1.139
C 4.775 1.761 -2.102
C 3.769 2.293 -2.787
C 2.364 1.792 -2.643
N 2.236 0.502 -1.896
C 1.508 -1.772 1.647
C 0.053 -1.908 2.020
C -0.361 -2.939 2.858
C -1.701 -3.042 3.186
C -2.594 -2.131 2.642
C -2.090 -1.128 1.834
N -0.793 -0.990 1.558
H 1.982 -2.392 -1.612
H 2.455 -3.371 -0.232
H -0.168 -3.370 0.273
H 0.558 -4.450 -0.889
H -0.270 -4.547 -3.073
H -2.028 -3.819 -4.665
H -3.321 -1.741 -4.155
H -2.701 -0.438 -2.129
H 3.851 -1.662 0.018
H 3.314 -0.309 0.981
H 5.277 0.422 -0.434
H 5.792 2.104 -2.237
H 3.922 3.075 -3.521
H 2.044 1.545 -3.657
H 1.931 -0.969 2.256
H 2.033 -2.693 1.934
H 0.353 -3.666 3.223
H -2.047 -3.834 3.837
H -3.655 -2.198 2.839
H -2.747 -0.395 1.378
C -3.407 1.482 4.017
N -1.974 1.262 4.172
C -1.376 0.799 5.325
C -0.054 0.767 5.104
N 0.165 1.229 3.811
C -1.042 1.515 3.236
S -1.448 2.104 1.676
C 1.466 1.553 3.320
C 2.504 1.745 4.221
C 3.740 2.122 3.725
C 3.890 2.335 2.365
C 2.797 2.118 1.550
N 1.609 1.710 2.011
H -3.935 0.817 4.694
H -3.694 1.282 2.989
H -3.656 2.515 4.255
H -1.941 0.535 6.201
H 0.740 0.435 5.746
H 2.357 1.644 5.284
H 4.569 2.271 4.405
H 4.830 2.660 1.942
H 2.855 2.275 0.480
C -3.819 2.402 -5.474
C -2.555 2.972 -5.391
C -1.641 2.501 -4.464
C -1.996 1.450 -3.619
C -3.266 0.886 -3.695
C -4.176 1.362 -4.628
P -0.816 0.874 -2.382
C 0.080 2.272 -1.636
C 1.361 2.866 -2.179
C 1.868 3.915 -1.223
C 1.003 4.697 -0.568
C -0.428 4.458 -0.657
C -0.869 3.292 -1.152
C 0.341 -0.274 -3.218
C -0.162 -1.064 -4.249
C 0.633 -2.023 -4.861
C 1.944 -2.200 -4.449
C 2.466 -1.399 -3.440
C 1.666 -0.463 -2.806
H -4.530 2.774 -6.200
H -2.283 3.789 -6.047
H -0.657 2.949 -4.400
H -3.546 0.077 -3.031
H -5.165 0.928 -4.688
H 1.132 3.418 -3.108
H 2.931 4.131 -1.214
H 1.358 5.529 0.027
H -1.120 5.197 -0.278
H -1.931 3.057 -1.136
H -1.180 -0.916 -4.586
H 0.231 -2.617 -5.671
H 2.575 -2.935 -4.930
H 3.511 -1.472 -3.163
```

Charge   +2
HOMO   -11.089 eV
Frontier orbital gap   5.642 eV
Lowest unoccupied orbital energy   -5.447 eV
Multiplicity   1
Relative energy (zero: lowest compared OMol25 entry of this formula, charge and spin)   128.5 kcal/mol

Atom charges from the Mulliken analysis, given in e for atoms 1 to 5: number 1, Bi, carries 1.82; number 2, C, carries -0.78; number 3, C, carries -1.07; number 4, C, carries 0.35; number 5, C, carries -1.10

# 4
DFT (wB97M-V/def2-TZVPD) results for a structure of composition C46H43Cl5FN4NaOPSSi in a non-equilibrium geometry.

The geometry in XYZ format:
```
104
C46H43Cl5FN4NaOPSSi, DFT wB97M-V/def2-TZVPD
Na -1.710 1.066 -0.252
C -4.069 -2.082 3.319
C -3.151 -0.875 3.468
C -3.884 0.481 3.326
C -1.973 -0.877 2.451
C -1.076 -2.106 2.516
O -1.319 -2.843 1.285
C -2.133 -2.046 0.597
N -2.496 -0.916 1.062
C -2.519 -2.718 -0.705
C -3.790 -3.332 -0.857
C -4.152 -3.790 -2.106
C -3.248 -3.932 -3.129
C -1.970 -3.353 -2.943
C -1.600 -2.670 -1.765
P -0.188 -1.460 -1.590
C 1.243 -2.553 -1.196
C 1.253 -3.941 -1.436
C 2.386 -4.645 -1.162
C 3.502 -4.043 -0.571
C 3.531 -2.624 -0.361
C 2.386 -1.889 -0.669
C 0.014 -0.946 -3.303
C -1.162 -0.243 -3.908
C -0.996 0.146 -5.417
C 0.405 0.177 -5.961
C 1.313 -0.536 -5.275
C 1.184 -0.987 -3.942
H -4.977 -1.882 3.914
H -3.451 -2.985 3.604
H -4.325 -2.182 2.245
H -2.614 -0.866 4.404
H -4.444 0.542 2.389
H -3.146 1.265 3.310
H -4.599 0.715 4.191
H -1.277 -0.025 2.645
H -1.383 -2.725 3.387
H 0.007 -1.959 2.561
H -4.461 -3.257 -0.022
H -5.139 -4.036 -2.309
H -3.552 -4.312 -4.103
H -1.251 -3.317 -3.720
H 0.448 -4.487 -1.869
H 2.413 -5.770 -1.228
H 4.324 -4.716 -0.356
H 4.392 -2.085 0.122
H 2.410 -0.822 -0.701
H -1.960 -0.942 -3.823
H -1.573 -0.434 -6.111
H 0.487 0.490 -6.996
H 2.321 -0.621 -5.654
H 2.051 -1.527 -3.603
Cl -5.289 1.542 -1.994
C -3.812 1.527 -3.006
C -2.665 1.302 -2.432
C -1.523 1.158 -3.413
Cl -0.107 1.998 -2.649
C -1.636 1.546 -4.964
Cl -0.884 3.041 -5.632
C -3.105 1.632 -5.335
Cl -3.467 1.705 -7.063
C -4.114 1.622 -4.432
Cl -5.785 1.646 -4.937
C 2.737 1.412 6.024
Si 1.741 0.130 5.002
C 2.935 -1.214 4.441
C 0.567 -0.650 6.183
N 1.147 0.674 3.492
C 0.411 1.759 3.342
C -0.197 2.544 4.353
C -0.728 3.823 4.188
C -0.875 4.366 2.896
C -0.477 3.524 1.816
C 0.032 2.270 2.084
F 0.240 1.498 0.942
H 3.503 0.823 6.512
H 2.091 1.930 6.731
H 3.172 2.115 5.347
H 3.247 -1.910 5.181
H 3.785 -0.651 4.035
H 2.466 -1.698 3.596
H 0.999 -1.018 7.082
H 0.037 -1.485 5.718
H -0.220 0.091 6.457
H -0.018 2.295 5.348
H -1.097 4.244 5.118
H -1.432 5.294 2.747
H -0.536 3.835 0.806
N 3.517 1.212 1.400
C 3.600 1.921 0.245
N 3.133 1.661 -0.939
C 3.532 2.605 -1.912
C 3.114 2.536 -3.242
C 3.716 3.414 -4.138
C 4.660 4.394 -3.694
C 4.983 4.433 -2.359
C 4.399 3.582 -1.422
S 4.582 3.428 0.284
H 2.746 0.535 1.449
H 3.634 1.709 2.275
H 2.400 1.822 -3.655
H 3.568 3.229 -5.205
H 5.140 5.050 -4.395
H 5.648 5.224 -2.027
```

Charge   -1
HOMO   -4.388 eV
Frontier orbital gap   6.426 eV
Lowest unoccupied orbital energy   2.038 eV
Multiplicity   1
Relative energy (zero: lowest compared OMol25 entry of this formula, charge and spin)   74.7 kcal/mol

Atom charges from the Mulliken analysis, given in e for atoms 1 to 5: number 1, Na, carries 0.86; number 2, C, carries -1.13; number 3, C, carries 0.68; number 4, C, carries -1.32; number 5, C, carries 2.44

# 5
DFT (wB97M-V/def2-TZVPD) results for a structure of composition C46H43CrINP2Si in a non-equilibrium geometry.

The geometry in XYZ format:
```
95
C46H43CrINP2Si, DFT wB97M-V/def2-TZVPD
Cr 0.563 0.116 0.431
C -3.225 -0.026 -0.031
Si -1.536 -0.493 -0.635
C -1.374 0.009 -2.420
C -2.472 0.013 -3.309
C -2.316 0.096 -4.682
C -1.034 0.284 -5.171
C 0.089 0.294 -4.369
C -0.080 0.224 -2.981
P 1.284 0.486 -1.832
C 2.028 2.120 -2.169
C 3.314 2.358 -1.612
C 3.935 3.619 -1.774
C 3.294 4.623 -2.491
C 2.089 4.322 -3.144
C 1.438 3.078 -2.966
C 2.493 -0.644 -2.504
C 2.324 -2.005 -2.147
C 3.209 -2.942 -2.604
C 4.346 -2.542 -3.346
C 4.512 -1.189 -3.698
C 3.537 -0.260 -3.371
C -1.299 -2.318 -0.685
C -1.660 -3.152 -1.745
C -1.514 -4.541 -1.674
C -0.934 -5.089 -0.515
C -0.516 -4.302 0.530
C -0.608 -2.901 0.443
P -0.260 -1.755 1.770
C 0.826 -2.830 2.835
C 0.721 -2.893 4.267
C 1.625 -3.682 4.928
C 2.639 -4.380 4.231
C 2.767 -4.220 2.886
C 1.858 -3.462 2.152
C -1.602 -1.556 2.928
C -2.208 -0.288 3.231
C -3.294 -0.274 4.092
C -3.930 -1.447 4.512
C -3.429 -2.684 4.106
C -2.204 -2.750 3.423
H -3.195 0.392 0.977
H -3.914 -0.838 0.037
H -3.708 0.708 -0.643
H -3.486 -0.156 -2.910
H -3.118 -0.068 -5.367
H -0.903 0.425 -6.240
H 1.071 0.490 -4.778
H 3.805 1.554 -1.032
H 4.927 3.725 -1.302
H 3.560 5.684 -2.437
H 1.593 5.113 -3.739
H 0.441 2.951 -3.420
H 1.480 -2.337 -1.529
H 3.053 -3.995 -2.327
H 5.023 -3.327 -3.715
H 5.383 -0.793 -4.221
H 3.563 0.734 -3.776
H -2.150 -2.738 -2.609
H -1.740 -5.168 -2.554
H -0.934 -6.164 -0.349
H -0.122 -4.812 1.418
H -0.050 -2.344 4.775
H 1.587 -3.874 6.030
H 3.382 -5.013 4.789
H 3.620 -4.748 2.424
H 2.005 -3.287 1.088
H -1.787 0.662 2.890
H -3.687 0.670 4.509
H -4.789 -1.380 5.203
H -3.937 -3.614 4.281
H -1.772 -3.719 3.250
C -3.002 3.798 -1.112
N -2.258 3.547 0.089
C -2.638 4.406 1.225
C -0.857 3.346 -0.194
C 0.000 3.048 1.024
C 0.520 4.178 1.716
C 0.914 4.026 3.012
C 0.811 2.805 3.657
C 0.457 1.680 2.915
C 0.210 1.787 1.523
H -2.551 4.618 -1.714
H -4.075 3.998 -0.951
H -2.929 2.965 -1.773
H -2.118 5.376 1.260
H -2.462 3.890 2.195
H -3.731 4.563 1.155
H -0.407 4.258 -0.670
H -0.733 2.510 -0.946
H 0.548 5.130 1.165
H 1.307 4.895 3.619
H 0.947 2.755 4.754
H 0.362 0.693 3.411
I 3.083 -0.020 1.029
```

Charge   0
HOMO (alpha / beta)   -7.468 / -7.355 eV
Frontier orbital gap (alpha / beta)   7.147 / 7.295 eV
Lowest unoccupied orbital energy (alpha / beta)   -0.321 / -0.060 eV
Multiplicity   4

Atom charges from the Mulliken analysis, given in e for atoms 1 to 5: number 1, Cr, carries -2.32; number 2, C, carries -1.48; number 3, Si, carries 2.12; number 4, C, carries 0.06; number 5, C, carries -0.49